Record 1
C8H13BI2IrN4O as an isolated structure. Source: OMol25; level of theory: ωB97M-V with the def2-TZVPD basis set.

Atoms and positions in Å:
Ir  -0.708  0.037  0.926
I  -2.157  -2.397  1.183
I  -1.075  -0.412  3.831
O  -2.033  1.356  0.953
N  2.226  -0.122  -0.287
N  1.422  -0.114  0.812
N  0.457  -0.155  -2.137
N  -0.621  -0.177  -1.323
C  -2.542  2.672  0.814
C  3.568  -0.129  1.488
C  3.524  -0.131  0.121
C  2.233  -0.117  1.879
C  -2.105  -2.191  3.304
C  -1.690  -0.199  -2.112
C  0.043  -0.173  -3.452
C  -1.314  -0.201  -3.472
B  1.867  -0.139  -1.734
H  0.760  -0.166  -4.258
H  -1.835  3.326  0.311
H  2.476  0.765  -2.350
H  -2.754  3.079  1.803
H  -1.569  -3.039  3.710
H  -3.123  -2.130  3.669
H  1.830  -0.117  2.878
H  4.439  -0.131  2.121
H  4.327  -0.144  -0.600
H  -1.963  -0.214  -4.331
H  -3.479  2.636  0.263
H  2.481  -1.060  -2.323
H  -2.683  -0.213  -1.687

Summary:
HOMO (spin up / spin down) = -15.043 / -16.345 eV
net charge = +2
E_tot = -1330.7187 Ha
lowest unoccupied orbital energy (spin up / spin down) = -7.072 / -10.003 eV
energy relative to the best compared isomer or geometry (same formula, charge and spin) = 0.000 eV
molar mass = 638.1 g mol⁻¹
<S²> = 8.78
spin multiplicity = 6
HOMO-LUMO gap (spin up / spin down) = 7.972 / 6.343 eV

These are the Löwdin partial charges, in e, on atoms 1 to 6: 1.06 0.97 0.98 -0.48 -0.04 -0.14


Record 2
C8H13BeNP as an isolated structure. Source: OMol25; level of theory: ωB97M-V with the def2-TZVPD basis set.

Atoms and positions in Å:
P  -0.087  2.754  -0.382
N  0.361  -0.053  0.634
C  0.634  0.227  3.212
C  0.213  -0.098  -3.427
C  -0.349  -2.015  -1.200
C  0.485  0.119  1.776
C  -0.476  -2.339  -2.511
C  -0.267  -1.425  -3.581
C  0.715  0.402  -2.265
C  -0.513  -0.471  3.965
Be  0.231  -0.489  -0.946
H  -0.186  3.914  -1.194
H  -1.481  -0.030  3.699
H  -1.212  3.085  0.425
H  -0.390  -0.370  5.047
H  1.603  -0.227  3.459
H  0.865  3.320  0.526
H  -0.525  -1.543  3.731
H  1.323  1.314  -2.265
H  -0.580  -2.737  -0.404
H  0.692  1.297  3.445
H  -0.487  -1.779  -4.596
H  0.179  0.512  -4.346
H  -0.748  -3.367  -2.799

Summary:
HOMO = -0.919 eV
net charge = -1
E_tot = -723.3900 Ha
lowest unoccupied orbital energy = 2.632 eV
energy relative to the best compared isomer or geometry (same formula, charge and spin) = 0.000 eV
molar mass = 163.2 g mol⁻¹
HOMO-LUMO gap = 3.551 eV

These are the Löwdin partial charges, in e, on atoms 1 to 6: 0.68 0.15 -0.22 -0.32 -0.19 -0.12


Record 3
C8H13Br2N3 as an isolated structure. Source: OMol25; level of theory: ωB97M-V with the def2-TZVPD basis set.

Atoms and positions in Å:
Br  2.221  -2.493  -1.563
Br  4.335  -0.347  0.830
N  0.073  0.817  -1.209
N  1.163  1.470  -1.498
N  0.138  -0.355  -0.698
C  -2.105  0.037  0.366
C  -0.842  -1.954  0.876
C  2.335  0.948  -0.917
C  -1.106  -0.943  -0.304
C  1.130  2.772  -2.124
C  -1.683  0.130  1.864
C  3.176  0.315  -0.323
C  -0.686  -1.041  2.092
H  0.159  2.969  -2.452
H  -1.210  0.968  2.337
H  -0.005  -2.507  0.558
H  0.935  -1.083  -1.109
H  1.808  2.712  -2.977
H  -1.578  -1.551  -1.111
H  -0.913  -1.708  2.898
H  -2.017  1.009  -0.094
H  -3.080  -0.267  0.574
H  0.354  -0.775  2.130
H  -2.448  -0.155  2.451
H  -1.734  -2.522  0.791
H  1.579  3.553  -1.388

Summary:
HOMO = -8.109 eV
E_tot = -5624.7289 Ha
lowest unoccupied orbital energy = -0.789 eV
energy relative to the best compared isomer or geometry (same formula, charge and spin) = 0.000 eV
molar mass = 311.0 g mol⁻¹
HOMO-LUMO gap = 7.320 eV

These are the Löwdin partial charges, in e, on atoms 1 to 6: -0.15 0.82 0.12 -0.15 0.01 -0.11


Record 4
C8H13CaN3O5 as an isolated structure. Source: OMol25; level of theory: ωB97M-V with the def2-TZVPD basis set.

Atoms and positions in Å:
Ca  -0.353  -0.793  0.336
O  -1.266  -2.113  1.923
O  0.721  3.317  1.284
O  -2.099  -4.129  2.665
O  0.560  0.181  -1.415
O  -0.107  1.245  1.098
N  1.089  2.294  -0.668
N  -0.621  -3.178  -0.428
N  -1.232  -3.978  0.620
C  1.022  1.325  -1.681
C  1.473  4.269  0.450
C  1.564  3.654  -0.914
C  -2.438  -3.463  3.925
C  1.443  1.681  -2.999
C  0.878  1.092  -4.078
C  0.516  2.216  0.603
C  -1.528  -3.343  1.770
H  -3.511  -3.597  4.070
H  2.577  3.623  -1.310
H  -1.882  -3.975  4.710
H  0.893  4.145  -1.628
H  0.259  -3.647  -0.679
H  2.462  4.397  0.903
H  1.221  1.364  -5.076
H  -1.456  -4.963  0.501
H  2.232  2.437  -3.076
H  0.054  0.385  -3.962
H  -2.172  -2.401  3.872
H  0.929  5.218  0.438
H  -1.227  -3.265  -1.255

Summary:
HOMO = -17.200 eV
net charge = +2
E_tot = -1530.3055 Ha
lowest unoccupied orbital energy = -7.150 eV
molar mass = 271.3 g mol⁻¹
HOMO-LUMO gap = 10.050 eV

These are the Löwdin partial charges, in e, on atoms 1 to 6: 1.66 -0.14 0.13 0.03 -0.14 -0.07


Record 5
C8H13Cl2NO2 as an isolated structure. Source: OMol25; level of theory: ωB97M-V with the def2-TZVPD basis set.

Atoms and positions in Å:
Cl  -0.587  0.635  3.163
Cl  -1.927  -2.059  -0.164
O  -3.179  -1.859  3.430
O  -3.507  0.049  2.409
N  -2.819  -0.843  2.816
C  -0.231  0.142  -0.015
C  0.727  1.259  -2.153
C  1.050  -0.706  0.154
C  -1.456  -0.455  0.464
C  2.097  0.699  -1.864
C  -0.380  0.469  -1.498
C  -1.385  -0.795  2.460
C  2.211  0.273  -0.332
H  1.527  -0.855  1.189
H  2.103  1.208  0.297
H  0.915  -1.636  -0.438
H  -1.354  0.985  -1.761
H  3.224  -0.072  -0.093
H  3.051  1.384  -2.103
H  -0.001  1.032  0.531
H  2.003  -0.276  -2.396
H  0.533  1.024  -3.166
H  -2.286  0.163  0.298
H  0.603  2.383  -1.954
H  -0.223  -0.517  -1.920
H  -0.711  -1.633  2.645

Summary:
HOMO = -9.974 eV
E_tot = -1438.0626 Ha
lowest unoccupied orbital energy = -0.396 eV
energy relative to the best compared isomer or geometry (same formula, charge and spin) = 0.350 eV
molar mass = 226.1 g mol⁻¹
HOMO-LUMO gap = 9.578 eV

These are the Löwdin partial charges, in e, on atoms 1 to 6: 0.65 0.65 0.07 0.07 -0.46 -0.46


Record 6
A 2-piece molecular cluster, C8H13Cl2NO4 overall. Source: OMol25; level of theory: ωB97M-V with the def2-TZVPD basis set.

Atoms and positions in Å:
Cl  -5.434  -0.632  0.008
Cl  -1.406  2.548  1.328
O  -2.927  -1.370  0.381
O  -0.907  0.049  1.457
O  -3.901  1.861  -0.407
O  0.353  -0.382  -0.478
N  -3.713  -0.288  0.211
C  1.573  -0.331  1.654
C  0.285  -0.672  0.862
C  -0.234  0.923  -0.745
C  0.730  2.045  -0.983
C  0.099  -2.203  0.987
C  -1.214  0.997  0.521
C  -3.246  0.888  -0.167
C  -1.000  0.794  -2.079
H  -1.665  1.686  -2.381
H  0.115  2.877  -0.831
H  1.395  -0.339  2.734
H  1.110  1.952  -2.058
H  -0.428  0.626  -3.021
H  0.324  -2.406  2.053
H  -2.332  -1.257  1.126
H  -0.865  -2.389  0.426
H  0.942  -2.478  0.332
H  1.934  0.616  1.443
H  -1.721  -0.128  -1.919
H  1.561  2.047  -0.426
H  2.253  -1.089  1.427

Summary:
HOMO = -8.863 eV
E_tot = -1588.5348 Ha
lowest unoccupied orbital energy = -0.031 eV
molar mass = 258.1 g mol⁻¹
HOMO-LUMO gap = 8.832 eV

These are the Löwdin partial charges, in e, on atoms 1 to 6: 0.70 0.75 -0.05 -0.08 0.04 -0.01


Record 7
A 2-piece molecular cluster, C8H13ClSi2 overall. Source: OMol25; level of theory: ωB97M-V with the def2-TZVPD basis set.

Atoms and positions in Å:
Cl  1.827  -0.193  2.241
Si  -1.244  0.384  0.302
Si  0.451  -1.210  1.009
C  1.561  -1.904  -0.359
C  -1.404  2.128  0.530
C  2.433  1.433  -1.278
C  1.224  -2.744  -1.294
C  -0.588  3.042  1.449
C  3.422  1.308  -0.527
C  -2.744  -1.828  -0.577
C  -2.684  -0.533  -0.392
H  -0.277  -2.272  1.701
H  0.178  -3.217  -1.348
H  1.892  1.444  -2.157
H  0.238  2.340  1.561
H  -0.350  3.994  0.893
H  -1.925  -2.394  -0.343
H  -1.952  2.772  -0.185
H  -1.256  3.108  2.306
H  1.991  -3.084  -1.956
H  4.135  1.199  0.196
H  -3.752  -2.343  -0.885
H  -3.666  -0.085  -0.650
H  2.490  -1.345  -0.237

Summary:
HOMO = -7.589 eV
SMILES = C=C/[Si](=C/C)[Si@H](Cl)C=C.C#C
E_tot = -1351.6087 Ha
lowest unoccupied orbital energy = 0.035 eV
energy relative to the best compared isomer or geometry (same formula, charge and spin) = 3.036 eV
molar mass = 200.8 g mol⁻¹
HOMO-LUMO gap = 7.625 eV

These are the Löwdin partial charges, in e, on atoms 1 to 6: 0.22 0.66 0.18 -0.37 -0.38 0.02


Record 8
C8H13CrNP as an isolated structure. Source: OMol25; level of theory: ωB97M-V with the def2-TZVPD basis set.

Atoms and positions in Å:
Cr  -0.357  0.092  2.012
P  0.406  1.888  3.466
N  1.439  -0.641  1.524
C  -0.513  -0.966  -2.900
C  3.889  -1.470  1.479
C  -1.290  0.783  -1.651
C  -0.559  0.453  -2.839
C  -1.829  -0.460  -1.104
C  -1.422  -1.515  -1.970
C  2.564  -0.929  1.603
C  3.879  -2.987  1.719
H  4.262  -1.229  0.471
H  -0.342  2.211  4.649
H  -1.401  1.775  -1.231
H  4.851  -3.334  2.076
H  -0.048  1.147  -3.498
H  1.705  1.569  3.992
H  -2.369  -0.572  -0.166
H  0.036  -1.537  -3.647
H  -1.679  -2.564  -1.877
H  4.542  -0.970  2.210
H  3.137  -3.268  2.472
H  3.651  -3.510  0.792
H  0.615  3.180  2.872

Summary:
HOMO (spin up / spin down) = -5.467 / -5.443 eV
E_tot = -1752.9548 Ha
lowest unoccupied orbital energy (spin up / spin down) = -0.633 / -0.889 eV
energy relative to the best compared isomer or geometry (same formula, charge and spin) = 2.030 eV
molar mass = 206.2 g mol⁻¹
<S²> = 4.09
spin multiplicity = 4
HOMO-LUMO gap (spin up / spin down) = 4.834 / 4.555 eV

These are the Löwdin partial charges, in e, on atoms 1 to 6: 0.40 0.63 0.06 -0.21 -0.21 -0.21


Record 9
An isolated ion of composition C8H13F2N2 and charge +1. Source: OMol25; level of theory: ωB97M-V with the def2-TZVPD basis set.

Atoms and positions in Å:
F  0.729  2.043  -2.235
F  -0.151  -3.111  -0.604
N  -0.490  0.271  0.672
N  -0.734  -1.110  0.884
C  0.847  3.133  -0.172
C  0.129  0.524  -0.479
C  -0.054  -1.870  -0.169
C  1.574  -0.842  -2.208
C  0.573  -0.595  -1.177
C  -0.159  -1.357  2.317
C  0.149  1.962  -1.025
C  -2.157  -1.242  1.145
H  1.545  -1.923  -2.379
H  0.921  -1.570  2.270
H  1.630  2.829  0.482
H  0.282  3.787  0.535
H  1.173  3.785  -0.898
H  -0.778  -2.149  2.738
H  -2.479  -2.376  1.338
H  -2.828  -0.891  0.371
H  -2.343  -0.712  2.072
H  -0.423  -0.350  2.719
H  -0.869  2.324  -1.107
H  1.384  -0.193  -3.148
H  2.530  -0.366  -1.943

Summary:
HOMO (spin up / spin down) = -13.354 / -13.106 eV
SMILES = CC1=C(F)[N+](C)(C)N=C1[C@@H](C)F
net charge = +1
E_tot = -621.4113 Ha
lowest unoccupied orbital energy (spin up / spin down) = -5.271 / -4.761 eV
energy relative to the best compared isomer or geometry (same formula, charge and spin) = 4.297 eV
molar mass = 175.2 g mol⁻¹
HOMO-LUMO gap (spin up / spin down) = 8.083 / 8.346 eV

These are the Löwdin partial charges, in e, on atoms 1 to 6: 0.03 0.15 0.14 -0.32 0.01 -0.15


Record 10
C8H13GdNP as an isolated structure. Source: OMol25; level of theory: ωB97M-V with the def2-TZVPD basis set.

Atoms and positions in Å:
Gd  0.184  -0.190  -0.875
P  -0.149  -2.977  -0.850
N  -0.150  0.617  1.180
C  -0.238  0.815  3.777
C  -0.197  0.782  2.339
C  -0.373  2.225  -2.449
C  0.462  -0.415  4.412
C  0.951  0.492  -3.249
C  0.974  1.803  -2.666
C  -1.249  1.193  -2.910
C  -0.449  0.103  -3.398
H  1.812  -0.072  -3.632
H  -1.296  0.855  4.092
H  -0.235  -3.386  0.545
H  -0.681  3.183  -2.041
H  1.869  2.399  -2.482
H  0.005  -1.347  4.056
H  -0.812  -0.786  -3.924
H  -1.245  -3.717  -1.432
H  0.387  -0.399  5.503
H  -2.331  1.258  -2.974
H  0.240  1.749  4.122
H  1.526  -0.435  4.146
H  0.998  -3.750  -1.290

Summary:
HOMO (spin up / spin down) = -5.815 / -3.577 eV
E_tot = -1474.2364 Ha
lowest unoccupied orbital energy (spin up / spin down) = 0.425 / 0.472 eV
molar mass = 311.4 g mol⁻¹
<S²> = 16.56
spin multiplicity = 8
HOMO-LUMO gap (spin up / spin down) = 6.240 / 4.049 eV

These are the Löwdin partial charges, in e, on atoms 1 to 6: 0.92 0.51 -0.11 -0.23 -0.22 -0.20


- Among the records above, which one has the highest E_tot?
  C8H13F2N2


- Which of these has the lowest molar mass?
  C8H13BeNP


- Which value of E_tot does entry 6 give?
  -1588.5348 Ha